A cluster of 2 separate species, C32H35ClNO4S in total. Source: the OMol25 dataset; level of theory: the ωB97M-V functional and the def2-TZVPD basis.

The geometry in XYZ format:
```
74
Properties=species:S:1:pos:R:3:lowdin_charge:R:1
C 8.069 2.715 -1.887 -0.070
O 7.896 1.283 -1.897 -0.094
C 6.633 0.787 -1.903 -0.271
C 6.499 -0.624 -1.892 -0.007
C 5.249 -1.198 -1.837 -0.024
C 4.066 -0.404 -1.771 -0.219
C 2.784 -1.027 -1.619 -0.004
C 1.601 -0.315 -1.488 -0.093
C 0.324 -0.849 -1.283 -0.137
C -0.864 -0.079 -1.533 -0.230
C -2.138 -0.710 -1.650 0.023
C -3.305 -0.008 -1.807 -0.063
C -4.695 -0.690 -1.864 -0.549
C -5.509 -0.284 -0.632 -0.048
C -4.560 -2.209 -1.879 -0.079
C -5.468 -0.267 -3.117 -0.055
C -3.250 1.464 -1.842 -0.276
O -4.304 2.150 -1.886 -0.016
C -1.937 2.115 -1.825 -0.065
C -1.864 3.661 -1.873 -0.548
C -2.560 4.205 -3.122 -0.055
C -0.421 4.161 -1.885 -0.081
C -2.558 4.243 -0.639 -0.049
C -0.817 1.335 -1.702 0.029
C 4.227 1.004 -1.825 -0.017
C 5.472 1.603 -1.888 -0.018
H 9.150 2.864 -1.885 0.088
H 7.623 3.169 -2.786 0.093
H 7.622 3.163 -0.986 0.096
H 7.407 -1.221 -1.924 0.116
H 5.152 -2.278 -1.854 0.113
H 2.747 -2.115 -1.551 0.123
H 1.670 0.761 -1.618 0.080
H 0.231 -1.916 -1.116 0.093
H -2.164 -1.802 -1.594 0.114
H -5.663 0.797 -0.632 0.075
H -6.484 -0.785 -0.644 0.081
H -4.977 -0.565 0.283 0.093
H -4.002 -2.549 -2.759 0.087
H -4.061 -2.576 -0.975 0.086
H -5.555 -2.667 -1.916 0.082
H -4.921 -0.548 -4.023 0.086
H -6.444 -0.765 -3.129 0.080
H -5.624 0.813 -3.119 0.072
H -3.612 3.916 -3.128 0.074
H -2.493 5.299 -3.132 0.080
H -2.083 3.821 -4.029 0.087
H 0.118 3.850 -0.982 0.086
H 0.118 3.803 -2.770 0.086
H -0.411 5.258 -1.911 0.083
H -2.082 3.869 0.273 0.092
H -2.489 5.336 -0.649 0.081
H -3.610 3.951 -0.632 0.076
H 0.150 1.828 -1.667 0.086
H 3.353 1.659 -1.835 0.108
H 5.562 2.688 -1.920 0.100
N -0.218 -4.679 10.274 0.128
C -0.033 -4.363 9.165 -0.187
C 0.191 -3.972 7.796 -0.249
C 0.853 -2.775 7.505 -0.032
C 1.095 -2.403 6.181 -0.039
C 0.677 -3.244 5.144 -0.245
S 1.111 -2.825 3.422 0.549
C -0.254 -2.039 2.709 -0.901
Cl -0.078 -1.203 1.311 0.685
O 2.198 -1.881 3.562 -0.391
O 1.323 -4.122 2.803 -0.385
C 0.001 -4.438 5.421 -0.040
C -0.240 -4.796 6.752 -0.032
H 1.203 -2.135 8.314 0.115
H 1.624 -1.477 5.953 0.116
H -1.185 -1.945 3.264 -0.006
H -0.318 -5.090 4.606 0.117
H -0.747 -5.736 6.973 0.115
```

The orbital gap comes out at 3.77 eV. The calculation puts the maximum force at 0.0834 Eh/bohr. Its net charge is -1.